Below is a 6-piece molecular cluster, C18H44FNO19S5 overall, with properties calculated with ωB97M-V/def2-TZVPD.

Properties
- SMILES = O=CO[C@@H](F)CON=O.CCOS(C)(=O)=O.CCOS(C)(=O)=O.CCOS(C)(=O)=O.CCOS(C)(=O)=O.CCOS(C)(=O)=O
- energy (eV) = -116660.731
- total charge = 0
- orbital gap (eV) = 10.668

Element x y z (Å)
O -0.67 -2.61 0.72
C -0.80 -2.05 -0.31
O -1.27 -0.75 -0.38
C -2.52 -0.55 -0.98
F -2.58 -1.24 -2.18
C -3.65 -1.02 -0.07
O -4.81 -1.34 -0.81
N -4.86 -2.76 -1.05
O -5.35 -2.98 -2.07
H -0.50 -2.47 -1.28
H -2.59 0.51 -1.22
H -3.33 -1.85 0.57
H -3.91 -0.18 0.58
O -4.83 2.17 1.13
S -5.03 3.09 2.22
O -4.73 2.67 3.55
O -6.51 3.64 2.14
C -7.59 2.67 2.10
C -7.84 2.00 3.43
C -4.20 4.60 1.88
H -7.38 1.94 1.32
H -8.47 3.24 1.80
H -7.00 1.38 3.74
H -8.73 1.37 3.36
H -8.00 2.75 4.21
H -4.45 4.92 0.87
H -3.14 4.40 1.97
H -4.51 5.34 2.62
O 3.73 -3.55 -2.47
S 3.24 -2.48 -1.65
O 1.90 -2.02 -1.84
O 4.24 -1.25 -1.77
C 4.56 -0.76 -3.09
C 3.44 0.03 -3.72
C 3.50 -2.82 0.05
H 4.86 -1.60 -3.72
H 5.44 -0.14 -2.93
H 2.57 -0.59 -3.92
H 3.78 0.46 -4.66
H 3.12 0.84 -3.06
H 4.53 -3.14 0.19
H 2.80 -3.61 0.31
H 3.30 -1.92 0.62
O -10.59 4.51 1.75
S -11.00 5.67 1.02
O -12.09 6.46 1.50
O -11.27 5.25 -0.49
C -12.19 4.15 -0.73
C -13.64 4.53 -0.52
C -9.62 6.71 0.72
H -11.90 3.30 -0.10
H -12.01 3.88 -1.76
H -13.84 4.77 0.53
H -14.28 3.70 -0.81
H -13.89 5.41 -1.11
H -8.80 6.11 0.33
H -9.36 7.15 1.67
H -9.91 7.48 0.01
O 6.16 -2.69 1.67
S 6.60 -2.38 3.00
O 6.88 -1.02 3.34
O 7.85 -3.29 3.33
C 8.93 -3.29 2.36
C 9.77 -2.04 2.37
C 5.50 -3.05 4.19
H 8.50 -3.47 1.37
H 9.53 -4.16 2.62
H 9.19 -1.17 2.06
H 10.59 -2.17 1.67
H 10.17 -1.83 3.36
H 5.30 -4.09 3.94
H 4.59 -2.46 4.14
H 5.95 -2.96 5.17
O 10.45 -3.17 -1.53
S 9.72 -2.27 -2.38
O 8.76 -1.38 -1.79
O 9.02 -3.11 -3.53
C 8.17 -4.22 -3.13
C 6.84 -3.77 -2.57
C 10.82 -1.35 -3.39
H 8.72 -4.84 -2.43
H 8.04 -4.78 -4.05
H 6.95 -3.24 -1.63
H 6.21 -4.64 -2.39
H 6.33 -3.11 -3.27
H 11.53 -2.03 -3.85
H 11.33 -0.65 -2.73
H 10.24 -0.81 -4.14

Here are the Mulliken charges for atoms 1 to 5, given in e: -0.4925, 0.1360, -0.3321, 0.3705, -0.3329